No. 1
Below is a 4-piece molecular cluster, C9H22Cl2N2O3 overall in a non-equilibrium geometry, with properties calculated with ωB97M-V/def2-TZVPD.

Bonds (Å) are listed after each position.
Cartesian coordinates (Å):
1 C 7.870 -11.306 13.937  C2 1.535, H5 1.090, H6 1.090, H7 1.090
2 C 6.684 -11.136 14.897  C1 1.535, N3 1.308, O4 1.180
3 N 5.934 -12.206 14.946  C2 1.308, H8 1.010, H9 1.010
4 O 6.445 -10.211 15.589  C2 1.180
5 H 7.527 -11.731 12.994  C1 1.090
6 H 8.562 -12.022 14.381  C1 1.090
7 H 8.422 -10.393 13.713  C1 1.090
8 H 5.971 -12.956 14.271  N3 1.010
9 H 5.121 -12.238 15.545  N3 1.010
10 C 1.508 -17.809 15.005  C11 1.466, H14 1.090, H15 1.090, H16 1.090
11 C 0.075 -17.594 14.790  C10 1.466, N12 1.344, O13 1.237
12 N -0.716 -18.599 14.375  C11 1.344, H17 1.010, H18 1.010
13 O -0.407 -16.462 14.912  C11 1.237
14 H 1.897 -18.408 14.181  C10 1.090
15 H 1.759 -18.188 15.995  C10 1.090
16 H 2.015 -16.861 14.827  C10 1.090
17 H -1.631 -18.277 14.092  N12 1.010
18 H -0.435 -19.480 13.969  N12 1.010
19 C -0.038 -10.115 17.739  C20 1.501, H23 1.090, H24 1.090, H25 1.090
20 C 1.437 -9.857 17.839  C19 1.501, C21 1.558, O22 1.364, H26 1.090
21 C 2.137 -10.236 16.500  C20 1.558, H27 1.090, H28 1.090, H29 1.090
22 O 1.687 -8.601 18.309  C20 1.364, H30 0.960
23 H -0.386 -10.990 17.191  C19 1.090
24 H -0.485 -9.279 17.201  C19 1.090
25 H -0.550 -10.063 18.700  C19 1.090
26 H 1.924 -10.496 18.576  C20 1.090
27 H 1.615 -9.895 15.606  C21 1.090
28 H 2.262 -11.307 16.341  C21 1.090
29 H 3.163 -9.870 16.498  C21 1.090
30 H 0.989 -8.368 18.926  O22 0.960
31 Cl 1.118 -13.386 17.943  C32 1.812
32 C 1.610 -15.006 17.297  Cl31 1.812, C33 1.507, H35 1.090, H36 1.090
33 C 3.033 -15.412 17.583  C32 1.507, Cl34 1.825, H37 1.090, H38 1.090
34 Cl 3.898 -14.681 16.152  C33 1.825
35 H 1.361 -15.165 16.248  C32 1.090
36 H 0.982 -15.717 17.833  C32 1.090
37 H 3.067 -16.494 17.455  C33 1.090
38 H 3.476 -15.066 18.517  C33 1.090

Properties
HOMO level: -9.47 eV
SMILES: CC(N)=O.CC(N)=O.CC(C)O.ClCCCl
E: -1611.73767 Ha

---

No. 2
Below is a 3-piece molecular cluster, C22H33NO9S overall in a non-equilibrium geometry, with properties calculated with ωB97M-V/def2-TZVPD.

Bonds (Å) are listed after each position.
Cartesian coordinates (Å):
1 C -0.468 -2.976 0.494  C2 1.228, H20 1.124
2 C -0.853 -2.797 -0.658  C1 1.228, C3 1.579
3 C -1.094 -2.119 -2.064  C2 1.579, C4 1.619, C12 1.617, C18 1.587
4 C -2.434 -2.800 -2.666  C3 1.619, C5 1.569, H21 1.141, H22 1.141
5 C -3.765 -2.154 -2.143  C4 1.569, C6 1.516, C10 1.498
6 C -4.172 -2.448 -0.712  C5 1.516, C7 1.503, H23 1.122
7 C -5.419 -1.811 -0.163  C6 1.503, C8 1.502, H24 1.128
8 C -6.210 -0.906 -1.064  C7 1.502, C9 1.499, H25 1.131
9 C -5.825 -0.614 -2.483  C8 1.499, C10 1.502, H26 1.124
10 C -4.576 -1.252 -3.021  C5 1.498, C9 1.502, C11 1.587
11 C -4.173 -0.887 -4.512  C10 1.587, H27 1.130, H28 1.144, H29 1.129
12 C 0.091 -2.684 -3.009  C3 1.617, O13 1.446, H30 1.132, H31 1.141
13 O 1.412 -2.327 -2.542  C12 1.446, S14 1.655
14 S 1.584 -0.725 -2.921  O13 1.655, O15 1.480, O16 1.475, C17 1.826
15 O 2.924 -0.203 -2.570  S14 1.480
16 O 1.361 -0.408 -4.344  S14 1.475
17 C 0.312 0.170 -1.963  S14 1.826, C18 1.630, H32 1.126, H33 1.142
18 C -1.157 -0.534 -2.002  C3 1.587, C17 1.630, N19 1.479, H34 1.142
19 N -1.892 0.010 -0.839  C18 1.479, H35 1.034, H36 1.025
20 H 0.050 -3.196 1.467  C1 1.124
21 H -2.373 -3.907 -2.397  C4 1.141
22 H -2.326 -2.775 -3.801  C4 1.141
23 H -3.575 -3.114 -0.036  C6 1.122
24 H -5.781 -1.946 0.896  C7 1.128
25 H -7.152 -0.411 -0.682  C8 1.131
26 H -6.442 0.075 -3.121  C9 1.124
27 H -5.098 -0.657 -5.121  C11 1.130
28 H -3.569 0.083 -4.473  C11 1.144
29 H -3.490 -1.648 -4.992  C11 1.129
30 H -0.094 -2.469 -4.105  C12 1.132
31 H 0.016 -3.817 -2.906  C12 1.141
32 H 0.208 1.262 -2.213  C17 1.126
33 H 0.619 0.122 -0.864  C17 1.142
34 H -1.652 -0.196 -2.975  C18 1.142
35 H -1.797 1.038 -0.903  N19 1.034
36 H -1.495 -0.300 0.053  N19 1.025
37 C 2.267 3.126 0.161  C38 1.515, H44 1.093, H45 1.092, H46 1.092
38 C 1.770 3.046 1.591  C37 1.515, O39 1.434, H47 1.091, H48 1.093
39 O 1.092 4.250 1.974  C38 1.434, C40 1.339
40 C -0.145 4.394 1.482  O39 1.339, O41 1.208, O42 1.341
41 O -0.720 3.614 0.760  C40 1.208
42 O -0.624 5.574 1.901  C40 1.341, C43 1.427
43 C -1.901 5.905 1.356  O42 1.427, H49 1.091, H50 1.092, H51 1.090
44 H 2.888 4.014 0.018  C37 1.093
45 H 2.853 2.241 -0.094  C37 1.092
46 H 1.438 3.202 -0.545  C37 1.092
47 H 2.623 2.941 2.264  C38 1.091
48 H 1.126 2.178 1.748  C38 1.093
49 H -2.627 5.110 1.535  C43 1.091
50 H -1.808 6.106 0.287  C43 1.092
51 H -2.250 6.810 1.851  C43 1.090
52 C 5.245 -0.422 6.187  C53 1.516, H59 1.093, H60 1.092, H61 1.091
53 C 3.983 -0.132 5.399  C52 1.516, O54 1.434, H62 1.092, H63 1.093
54 O 4.274 0.103 4.015  C53 1.434, C55 1.342
55 C 4.554 -0.990 3.289  O54 1.342, O56 1.206, O57 1.340
56 O 4.579 -2.125 3.694  C55 1.206
57 O 4.834 -0.596 2.039  C55 1.340, C58 1.428
58 C 5.258 -1.655 1.179  O57 1.428, H64 1.091, H65 1.092, H66 1.090
59 H 5.977 0.378 6.047  C52 1.093
60 H 5.022 -0.515 7.251  C52 1.092
61 H 5.719 -1.347 5.855  C52 1.091
62 H 3.522 0.783 5.778  C53 1.092
63 H 3.247 -0.932 5.505  C53 1.093
64 H 4.535 -2.472 1.171  C58 1.091
65 H 6.241 -2.015 1.489  C58 1.092
66 H 5.337 -1.255 0.169  C58 1.090

Properties
HOMO level: -8.64 eV
SMILES: C#C[C@]1(Cc2ccccc2C)COS(=O)(=O)C[C@@H]1N.CCOC(=O)OC.CCOC(=O)OC
E: -1988.01829 Ha